*1*
Density functional theory data (the ωB97M-V functional and the def2-TZVPD basis) for a 2-piece molecular cluster, C6H13NO3 overall.

Each line ends with the Löwdin charge.
Cartesian coordinates (Å):
O 1.79409 0.53528 0.25615  0.06
O 1.21414 -0.07551 -1.82761  0.12
O 1.99405 -2.17079 0.77681  0.03
N 0.41511 -1.40451 2.19229  0.17
C 0.98127 0.56572 -0.84083  -0.51
C -0.32861 -2.30880 0.04094  0.01
C 0.82961 -1.90691 1.00616  -0.59
C -0.76820 1.61923 0.62299  -0.06
C -0.07233 1.65471 -0.73644  -0.33
C -1.06793 1.52168 -1.88438  -0.06
H -1.80397 2.32336 -1.84024  0.08
H 2.47417 -0.15424 0.12637  0.12
H -1.38553 2.50650 0.72395  0.08
H -1.41385 0.74880 0.69969  0.07
H -0.04496 1.60310 1.43261  0.07
H -0.54866 -1.25646 2.40908  0.10
H -1.58182 0.56824 -1.82875  0.08
H -0.54960 1.57208 -2.83842  0.08
H -1.22734 -1.74014 0.17837  0.06
H 0.46957 2.60259 -0.82332  0.15
H 0.04192 -2.27006 -0.97974  0.08
H -0.53425 -3.36477 0.25490  0.09
H 1.11311 -1.16910 2.87940  0.12

For the orbital gap, the calculation gives 10.731 eV. Its structure (SMILES) is CC(C)C(=O)O.CC(N)=O. The total charge is 0. Its LUMO energy is 0.731 eV.

***

*2*
Density functional theory data (the ωB97M-V functional and the def2-TZVPD basis) for one molecule with the formula C6H13NO3.

Each line ends with the Löwdin charge.
Cartesian coordinates (Å):
O 1.05684 1.14605 -1.34527  0.03
O 2.59733 -0.07909 1.62206  0.03
O 3.36632 0.51701 -0.41712  0.07
N 0.11581 -0.73106 -0.40084  -0.13
C -1.38044 1.75245 0.39949  -0.06
C -0.09612 -1.44734 0.78490  -0.04
C 0.12994 1.43348 0.77899  -0.16
C 2.62653 0.22263 0.45090  -0.63
C 0.63677 -1.57581 -1.47665  0.02
C 0.90845 0.57892 -0.13576  -0.43
H -0.61878 -2.48833 0.70862  0.15
H 1.12919 -2.46261 -1.24383  0.09
H -0.77349 -0.37964 -0.80002  0.17
H -1.33986 2.15970 -0.71008  0.13
H 0.23945 0.86143 1.77125  0.13
H -1.68412 2.54957 0.94228  0.02
H 0.50776 2.45920 0.67350  0.13
H -0.61792 -0.81642 1.50904  0.10
H 0.91832 -1.55884 1.10900  0.09
H -1.98567 0.88632 0.54148  0.05
H 1.96573 0.96672 -1.54976  0.07
H 1.42144 -1.10214 -1.99235  0.09
H -0.01620 -1.83514 -2.23471  0.09

For the orbital gap, the calculation gives 8.573 eV. Its structure (SMILES) is CC[C@@](O)(C(=O)[O-])[NH+](C)C. The total charge is 0. Its LUMO energy is 0.345 eV.

***

*3*
Density functional theory data (the ωB97M-V functional and the def2-TZVPD basis) for a 2-piece molecular cluster, C6H13NO3 overall.

Each line ends with the Löwdin charge.
Cartesian coordinates (Å):
O 0.02343 -0.36530 -2.42400  -0.01
O 0.51159 -0.50766 2.29789  0.09
O -0.58470 2.48728 2.42194  -0.10
N 1.16978 1.05204 0.65482  0.04
C -0.20974 -2.29008 0.14178  -0.03
C 1.14820 1.10611 -0.79710  -0.13
C 0.38757 -0.05007 1.17302  -0.39
C 0.68732 -0.31035 -1.18822  -0.33
C -1.66866 -0.27346 -0.20659  -0.02
C -0.22663 -0.77373 -0.03146  -0.43
H -0.89902 -2.59538 0.94075  0.09
H 1.96052 1.35600 1.20825  0.14
H -2.26944 -0.54968 0.67097  0.10
H 0.66668 -0.46165 -3.13061  0.10
H 0.41946 1.84902 -1.15650  0.12
H 0.79806 -2.65037 0.39005  0.09
H 0.14744 2.78838 1.75290  0.08
H -2.11966 -0.73372 -1.09469  0.09
H -1.71849 0.81653 -0.33771  0.09
H -1.40526 2.50694 1.92000  0.02
H 1.57168 -0.96866 -1.20536  0.16
H -0.52742 -2.77503 -0.79141  0.09
H 2.13729 1.34285 -1.20872  0.12

For the orbital gap, the calculation gives 9.986 eV. Its structure (SMILES) is CC1(C)C(=O)NC[C@@H]1O.O. The total charge is 0. Its LUMO energy is 0.481 eV.

***

*4*
Density functional theory data (the ωB97M-V functional and the def2-TZVPD basis) for a 2-piece molecular cluster, C6H13NO3 overall.

Each line ends with the Löwdin charge.
Cartesian coordinates (Å):
O -2.27486 -1.86309 0.15136  0.03
O 0.12984 -3.88754 1.80182  -0.10
O 0.59662 -0.09072 -2.07431  0.06
N -0.02031 1.82236 -1.06232  0.01
C 0.48588 0.57982 -1.04705  -0.51
C 0.99645 1.00415 1.44831  -0.07
C -0.04188 -1.17968 0.61289  -0.13
C -0.48657 2.45071 -2.27825  -0.07
C 0.90104 -0.00263 0.30398  -0.29
C -1.48691 -0.93196 0.28806  -0.25
H 0.33213 2.55962 -3.00321  0.09
H 1.90347 -0.41719 0.11379  0.15
H -0.77009 -3.83382 1.32829  0.08
H 0.00807 1.40877 1.71400  0.08
H 1.39283 0.52470 2.35275  0.09
H -1.28457 1.85657 -2.74453  0.09
H -1.84296 0.11363 0.18966  0.13
H -0.07982 2.34358 -0.20029  0.12
H -0.20740 -1.28569 1.73204  0.15
H 0.69504 -4.41423 1.23184  0.03
H 1.66912 1.83392 1.19224  0.09
H -0.87679 3.44397 -2.03295  0.09
H 0.26168 -2.03522 -0.01813  0.13

For the orbital gap, the calculation gives 10.337 eV. Its structure (SMILES) is CNC(=O)[C@@H](C)CC=O.O. The total charge is 0. Its LUMO energy is 0.657 eV.

***

Short version: *1* is the most stable of them.

***

*1*
Density functional theory data (the ωB97M-V functional and the def2-TZVPD basis) for C6H13NO3 as an isolated structure.

Each line ends with the Löwdin charge.
Cartesian coordinates (Å):
O 0.36578 1.01077 -2.70418  -0.18
O 2.13523 1.00263 -0.62512  0.15
O -0.06234 1.87738 -0.52485  -0.15
N -0.30006 -0.17213 1.36934  0.01
C -0.16131 -1.61695 -0.66243  -0.03
C 0.99670 0.60276 -0.57432  -0.22
C -1.48969 0.56571 0.99210  -0.20
C 1.76716 -1.30578 0.88572  -0.03
C 0.55061 -0.60737 0.26340  -0.50
C -1.08798 1.92248 0.46472  -0.20
H -2.12800 0.05772 0.24462  0.11
H -1.04169 -1.18583 -1.15642  0.07
H 0.52698 -1.99234 -1.43165  0.10
H 2.46985 -1.63366 0.11016  0.10
H -1.94734 2.44524 0.02457  0.13
H -0.25963 1.81034 -1.93450  0.20
H 2.27266 -0.64315 1.60009  0.10
H 1.43427 -2.18748 1.45097  0.09
H -0.52251 -2.46178 -0.06000  0.09
H -0.54026 -0.97081 1.94713  0.12
H -0.19705 0.24602 -2.85879  0.00
H -2.10538 0.71760 1.88877  0.13
H -0.67603 2.51866 1.29068  0.13

For the orbital gap, the calculation gives 10.168 eV. The total charge is 0. Its LUMO energy is 0.643 eV.

***

*2*
Density functional theory data (the ωB97M-V functional and the def2-TZVPD basis) for a 3-piece molecular cluster, C6H13NO3 overall.

Each line ends with the Löwdin charge.
Cartesian coordinates (Å):
O 0.35107 0.20213 -1.41266  -0.14
O -2.87198 0.19912 0.32098  0.03
O -1.82590 1.23090 2.63730  -0.18
N -1.20656 1.80322 0.40878  0.07
C -0.66805 -0.62535 0.67023  -0.11
C -1.72324 0.45483 0.73616  -0.47
C 0.62858 -2.18541 -0.94773  0.00
C 1.62624 0.53553 -1.92325  -0.08
C 0.80794 -0.38417 0.93684  -0.02
C 0.34947 -0.79596 -0.43046  -0.50
H -0.46942 1.77914 -0.29966  0.10
H -1.07917 -1.55617 1.06348  0.15
H 2.00790 -0.24569 -2.59733  0.09
H 1.33848 -1.10377 1.56106  0.11
H -1.95382 2.40672 0.07719  0.11
H -1.34565 2.19351 1.86827  0.23
H 1.51175 1.46551 -2.49174  0.09
H -1.04955 0.90253 3.10175  0.02
H 2.34766 0.69419 -1.10630  0.10
H 0.51377 -2.92124 -0.14196  0.09
H 1.12630 0.65251 1.05562  0.11
H -0.07159 -2.43608 -1.75678  0.10
H 1.65577 -2.26601 -1.32980  0.08

For the orbital gap, the calculation gives 9.902 eV. The total charge is 0. Its LUMO energy is 0.610 eV.

***

Short version: *1* is the most stable of them.

***

*1*
Density functional theory data (the ωB97M-V functional and the def2-TZVPD basis) for a 3-piece molecular cluster, C3H11NO3 overall.

Each line ends with the Löwdin charge.
Cartesian coordinates (Å):
O -0.67161 1.64792 1.97761  0.04
O -0.34439 -1.36213 2.48540  -0.05
O 0.31923 -2.40177 -0.09273  -0.07
N 0.35082 -0.12495 -2.28004  -0.01
C 0.18091 0.76247 -0.06033  -0.17
C 0.10232 1.11175 -1.54335  -0.30
C -0.24283 1.86650 0.87692  -0.25
H -0.30124 -0.83674 -1.96262  0.05
H -0.65568 -1.56441 3.37382  0.06
H -0.12360 2.90157 0.49347  0.13
H 0.89859 1.79806 -1.82186  0.11
H 1.19767 0.45824 0.17082  0.13
H -0.86107 1.59635 -1.75976  0.11
H -0.10389 -0.42453 2.48881  0.02
H 0.22336 -0.01130 -3.27612  0.06
H 0.54554 -3.32410 0.03765  0.03
H -0.52712 -0.05030 0.13250  0.10
H 0.01300 -2.04263 0.75982  -0.01

For the orbital gap, the calculation gives 10.134 eV. Its structure (SMILES) is NCCC=O.O.O. The total charge is 0. Its LUMO energy is 0.872 eV.

***

*2*
Density functional theory data (the ωB97M-V functional and the def2-TZVPD basis) for a 3-piece molecular cluster, C3H11NO3 overall.

Each line ends with the Löwdin charge.
Cartesian coordinates (Å):
O 0.14675 0.93211 -0.88807  -0.02
O -0.52408 3.21408 0.41327  -0.08
O 2.20800 -0.26728 -2.28442  -0.07
N -1.38163 -0.70398 -0.92774  0.19
C 0.42657 -0.78259 0.72560  -0.16
C -0.25355 -0.14604 -0.45627  -0.53
C -0.50638 -1.03456 1.89883  -0.10
H 0.82052 -1.76337 0.42976  0.12
H 0.08068 2.72068 -0.16546  0.00
H -1.39649 2.91111 0.12821  0.03
H 1.73578 0.49986 -1.91210  0.01
H 3.13375 -0.01395 -2.20028  0.03
H -0.04297 -1.50587 2.76743  0.08
H -1.29492 -1.74172 1.64293  0.06
H 1.30728 -0.19296 0.94384  0.12
H -0.95663 -0.10717 2.26280  0.08
H -1.72778 -1.57202 -0.55892  0.10
H -1.77490 -0.44634 -1.81940  0.12

For the orbital gap, the calculation gives 11.017 eV. Its structure (SMILES) is CCC(N)=O.O.O. The total charge is 0. Its LUMO energy is 0.670 eV.

***

Short version: *2* is the most stable of them.

***

*1*
Density functional theory data (the ωB97M-V functional and the def2-TZVPD basis) for a 3-piece molecular cluster, C3H11NO3 overall.

Each line ends with the Löwdin charge.
Cartesian coordinates (Å):
O 1.60081 -0.68900 -2.72021  -0.12
O -1.33503 1.81308 -0.10123  -0.05
O 2.01827 1.86955 -1.21598  -0.06
N -1.19432 -0.34402 0.68159  -0.01
C -0.94020 -1.22219 1.83050  -0.28
C -1.03431 1.02929 0.83215  -0.32
C -0.23976 -2.47858 1.40123  -0.08
H 2.55213 -0.97972 -2.83509  0.06
H -0.25153 -0.41933 2.44555  0.14
H -0.22185 -3.18133 2.16295  0.05
H -1.73761 -1.38502 2.56316  0.10
H -0.64927 -2.75450 0.50448  0.04
H -1.50588 -0.71775 -0.28216  0.19
H 0.83667 -2.11866 1.10792  0.12
H -0.72328 1.38611 1.83634  0.13
H 1.04293 2.01942 -1.30697  0.06
H 2.39784 2.73211 -1.14745  0.03
H 1.63334 -0.09332 -1.90388  0.02

For the orbital gap, the calculation gives 10.504 eV. Its structure (SMILES) is CCNC=O.O.O. The total charge is 0. Its LUMO energy is 0.782 eV.

***

*2*
Density functional theory data (the ωB97M-V functional and the def2-TZVPD basis) for a 3-piece molecular cluster, C3H11NO3 overall.

Each line ends with the Löwdin charge.
Cartesian coordinates (Å):
O -1.01334 1.67616 -3.03156  -0.04
O 0.52355 0.54979 -0.53375  0.03
O 0.87891 2.40969 1.24816  -0.07
N 1.76316 -0.55131 1.05187  0.17
C -0.00129 -1.64851 -0.10471  -0.14
C -1.44814 -1.44438 0.55665  -0.06
C 0.72239 -0.43589 0.13103  -0.59
H 1.00790 3.32178 0.93450  0.05
H 1.56629 -1.07468 1.87902  0.09
H -0.14110 1.60918 -2.50560  0.07
H 0.51064 -2.62724 -0.03230  0.12
H -2.11589 -2.29110 0.36161  0.07
H 0.51555 1.98717 0.47876  -0.04
H -1.95076 -0.59798 0.35887  0.03
H 2.39297 0.26301 1.21656  0.12
H -1.49704 1.99887 -2.36727  -0.06
H -0.32255 -1.65232 -1.29924  0.18
H -1.39123 -1.49224 1.65739  0.08

For the orbital gap, the calculation gives 11.039 eV. Its structure (SMILES) is CCC(N)=O.O.O. The total charge is 0. Its LUMO energy is 0.678 eV.

***

*3*
Density functional theory data (the ωB97M-V functional and the def2-TZVPD basis) for a 3-piece molecular cluster, C3H11NO3 overall.

Each line ends with the Löwdin charge.
Cartesian coordinates (Å):
O 1.82251 0.99270 -0.80143  0.02
O 0.03813 3.12207 -1.06915  -0.04
O -2.48347 2.27082 0.42602  -0.03
N -0.81919 -2.79853 0.47457  -0.03
C 1.68649 -0.01762 -0.14564  -0.24
C 0.40586 -0.82145 -0.19289  -0.21
C 0.53961 -2.22088 0.18754  -0.34
H 0.95288 -2.76198 -0.73496  0.14
H -1.29407 -2.32265 1.24703  0.06
H 0.13111 3.94462 -1.49369  0.01
H 0.93696 2.74299 -1.04091  0.02
H -1.67725 2.65243 0.26475  -0.06
H -2.88617 2.75082 1.15088  0.04
H -0.23779 -0.14656 0.48733  0.16
H -0.05109 -0.86685 -1.29522  0.18
H 1.20123 -2.35640 1.04149  0.10
H 2.44183 -0.36025 0.64037  0.14
H -0.70757 -3.80328 0.85391  0.09

For the orbital gap, the calculation gives 10.516 eV. Its structure (SMILES) is NCCC=O.O.O. The total charge is 0. Its LUMO energy is 0.832 eV.

***

*4*
Density functional theory data (the ωB97M-V functional and the def2-TZVPD basis) for a 3-piece molecular cluster, C3H11NO3 overall.

Each line ends with the Löwdin charge.
Cartesian coordinates (Å):
O -2.07811 -2.16266 -2.57418  -0.06
O 0.54873 -2.77030 0.46625  0.08
O 0.21495 7.40114 1.25754  -0.06
N 0.75712 -1.42198 -1.39814  0.13
C -0.12342 -0.47649 0.66058  -0.19
C 0.38393 -1.71803 -0.08079  -0.56
C 0.60457 -0.24974 1.98342  -0.09
H 0.82424 6.92662 1.83066  0.03
H 0.20391 -1.04518 2.62384  0.08
H -1.19251 -2.07290 -2.20702  -0.02
H 0.38970 0.73500 2.31361  0.06
H -1.25995 -0.61015 0.76143  0.14
H -0.06703 0.41396 0.03198  0.09
H 0.80002 -0.50770 -1.80347  0.10
H -0.26587 6.71405 0.78279  0.03
H -2.14715 -2.99748 -3.05056  0.04
H 1.63508 -0.58395 1.85290  0.08
H 1.04959 -2.21346 -1.94842  0.10

For the orbital gap, the calculation gives 10.805 eV. Its structure (SMILES) is CCC(N)=O.O.O. The total charge is 0. Its LUMO energy is 0.571 eV.

***

Short version: *4* is the most stable of them.